Formula: C6H6NO2S
Source: the Open Molecules 2025 dataset
Level of theory: ωB97M-V/def2-TZVPD

Last column: Löwdin charge in e.
Positions of all 16 atoms, in Å:
C 0.50 0.02 0.34  -0.078
C 2.83 0.13 0.50  -0.645
C 1.56 -0.92 0.64  -0.441
C 1.56 1.10 0.43  -0.407
C -1.67 -1.23 -0.06  -0.082
C -1.37 1.08 -0.74  -0.077
N -0.89 -0.03 0.09  -0.178
O 1.60 -2.07 1.03  -0.041
O 1.55 2.32 0.68  -0.066
S 4.43 0.10 0.26  0.554
H -2.16 -1.62 0.82  0.071
H -2.52 -0.97 -0.67  0.065
H -1.05 -2.06 -0.44  0.093
H -1.96 1.73 -0.07  0.092
H -0.59 1.70 -1.19  0.086
H -1.84 0.74 -1.62  0.055

Computed properties:
Net charge = -1



Formula: C6H6NO3S2
Source: the Open Molecules 2025 dataset
Level of theory: ωB97M-V/def2-TZVPD

Last column: Löwdin charge in e.
Positions of all 18 atoms, in Å:
C 0.64 2.61 0.28  -0.573
C 0.73 2.26 1.68  0.126
C 0.20 0.20 -2.50  -0.645
C 0.39 -0.44 -1.16  0.096
C -0.68 -1.15 -0.48  -0.238
C -0.35 -1.51 0.97  -0.549
N 0.54 1.73 -0.66  -0.259
O 0.66 3.84 0.40  0.157
O 0.85 2.45 2.79  0.371
O -0.16 -0.34 -3.49  0.142
S 0.59 1.95 -2.30  1.114
S -1.56 -2.76 1.55  0.756
H 1.42 -0.59 -0.86  0.155
H -0.85 -2.08 -1.05  0.169
H -1.63 -0.62 -0.56  0.156
H 0.65 -1.93 1.06  0.085
H -0.44 -0.62 1.60  0.065
H -0.98 -2.99 2.73  -0.129

Computed properties:
Net charge = +1



Formula: C6H6NiO4
Source: the Open Molecules 2025 dataset
Level of theory: ωB97M-V/def2-TZVPD

Last column: Löwdin charge in e.
Positions of all 17 atoms, in Å:
O -0.05 4.38 -1.05  0.036
C 0.08 3.34 -0.62  -0.019
Ni 0.05 -1.53 0.54  0.879
C 1.45 -1.77 -0.55  0.063
C -1.40 -1.76 -0.49  0.064
O 2.50 -1.57 -1.02  0.285
O -2.45 -1.54 -0.94  0.284
C 1.06 -0.65 3.93  0.029
C 0.01 0.11 3.20  -0.365
C -1.10 0.74 3.99  0.046
O 0.05 0.15 1.95  -0.006
H 0.92 -0.58 5.01  0.111
H 2.05 -0.29 3.63  0.130
H 0.99 -1.71 3.61  0.108
H -1.20 1.82 3.81  0.129
H -2.05 0.25 3.74  0.122
H -0.93 0.59 5.06  0.104

Computed properties:
Multiplicity = 3
Net charge = +2



Formula: C6H6O
Source: the Open Molecules 2025 dataset
Level of theory: ωB97M-V/def2-TZVPD

Last column: Löwdin charge in e.
Positions of all 13 atoms, in Å:
O 2.69 0.51 0.03  0.117
C 1.52 0.27 -0.03  -0.330
C 0.34 1.22 0.09  -0.097
C -1.01 0.49 -0.06  -0.151
C -0.66 -0.92 -0.54  -0.246
C -0.06 -1.82 0.47  0.055
C 0.81 -1.12 -0.22  -0.018
H 0.43 1.73 1.05  0.124
H 0.45 1.98 -0.69  0.126
H -1.54 0.47 0.90  0.110
H -1.65 1.00 -0.78  0.105
H -1.08 -1.28 -1.47  0.113
H -0.23 -2.53 1.25  0.092

Computed properties:
Net charge = 0
SMILES = O=C1CC[C@@H]2C=C12



Formula: C6H6O
Source: the Open Molecules 2025 dataset
Level of theory: ωB97M-V/def2-TZVPD

Last column: Löwdin charge in e.
Positions of all 13 atoms, in Å:
C 2.43 -0.05 -0.07  0.054
C 1.04 0.07 -0.03  -0.335
C 0.31 1.24 0.04  -0.058
C -1.03 1.07 0.02  -0.077
O -1.91 -0.02 -0.14  -0.018
C -1.09 -1.11 0.09  -0.156
C 0.18 -1.16 -0.10  -0.051
H 3.15 0.65 0.13  0.006
H 2.90 -1.10 0.22  0.093
H 0.66 2.12 0.36  0.088
H -1.74 1.93 0.05  0.140
H -1.75 -1.91 0.76  0.186
H 1.01 -1.93 -0.14  0.128

Computed properties:
Net charge = 0
SMILES = C=C1C=COC=C1



Formula: C6H6O
Source: the Open Molecules 2025 dataset
Level of theory: ωB97M-V/def2-TZVPD

Last column: Löwdin charge in e.
Positions of all 13 atoms, in Å:
C -1.96 1.53 -0.81  0.121
C -1.38 0.47 -0.75  -0.141
C -0.66 -0.80 -0.60  -0.154
C 0.34 -0.75 0.58  -0.415
O -0.29 -0.36 1.77  -0.019
C 1.57 0.01 0.28  -0.071
C 2.67 0.46 0.09  0.126
H -2.45 2.47 -0.88  0.029
H -1.38 -1.60 -0.40  0.124
H -0.14 -1.06 -1.54  0.126
H 0.66 -1.79 0.76  0.150
H -0.63 0.54 1.66  0.094
H 3.65 0.84 -0.08  0.030

Computed properties:
Net charge = 0
SMILES = C#CC[C@H](O)C#C



What are the total energy values for these records? In order: -835.6172; -1308.6525; -2040.6936; -307.3435; -307.3149; -307.3233 hartree.
What are the energy relative to the best compared isomer or geometry (same formula, charge and spin) values for these records? In order: 46.8; 33.5; 12.3; 75.3; 93.2; 87.9 kcal/mol.
What are the molar mass values for these records? In order: 156.19; 204.25; 200.80; 94.11; 94.11; 94.11 Da.